[1]
51
Properties=species:S:1:pos:R:3 method="wB97M-V/def2-TZVPD" homo_energy_ev=-7.17 e_tot_ev=-39599.0270 orbital_gap_ev=6.023 multiplicity=1
C -1.103 -2.424 2.971
C -0.209 -2.466 1.858
C 0.751 -2.381 0.491
S 0.349 -0.746 -0.329
C 1.943 -0.299 -1.283
C 2.800 0.906 -0.574
C 2.544 1.474 0.959
C 3.452 2.712 1.538
C 4.632 3.443 0.667
C 4.930 2.871 -0.862
C 4.019 1.615 -1.443
C 4.416 1.106 -2.984
O -0.887 -0.870 -1.495
C -2.068 -1.588 -0.991
C -3.010 -0.736 0.046
N -4.449 -0.561 -0.390
C -4.877 0.871 -0.159
C -6.484 1.152 -0.364
C -6.863 1.709 -1.894
O -6.814 2.301 0.543
H -1.886 -1.996 3.751
H 1.894 -2.382 0.781
H 0.480 -3.238 -0.291
H 2.603 -1.285 -1.413
H 1.603 0.041 -2.368
H 1.691 0.949 1.600
H 3.222 3.106 2.637
H 5.299 4.331 1.037
H 5.775 3.377 -1.531
H 3.840 1.796 -3.759
H 4.116 -0.022 -3.166
H 5.597 1.151 -3.130
H -2.744 -1.823 -1.946
H -1.847 -2.625 -0.495
H -3.048 -1.362 1.062
H -2.598 0.350 0.298
H -4.624 -0.887 -1.365
H -4.617 1.179 0.945
H -4.302 1.567 -0.905
H -7.184 0.277 -0.024
H -7.233 2.840 -1.831
H -5.951 1.683 -2.628
H -7.779 1.118 -2.368
H -7.726 2.152 0.954
C 4.880 -2.546 3.130
C 4.266 -2.731 1.753
O 4.289 -1.710 1.011
O 3.810 -3.887 1.528
H 5.256 -1.527 3.265
H 4.129 -2.741 3.901
H 5.714 -3.242 3.262


[2]
48
Properties=species:S:1:pos:R:3 method="wB97M-V/def2-TZVPD" homo_energy_ev=-8.63 e_tot_ev=-33477.9983 orbital_gap_ev=9.304 smiles="CC(C)(C)[C@@H]1CCC(=O)N(CCSc2ccccc2)CC1" multiplicity=1
C 1.716 2.141 3.311
H 2.469 2.541 2.637
H 0.735 2.448 2.961
H 1.875 2.584 4.292
C 1.819 0.618 3.411
C 3.155 0.260 4.078
H 3.987 0.786 3.617
H 3.131 0.545 5.127
H 3.342 -0.810 4.023
C 0.705 0.104 4.334
H -0.279 0.414 3.995
H 0.844 0.502 5.337
H 0.725 -0.981 4.394
C 1.707 -0.072 2.020
C 0.409 0.285 1.290
H -0.435 0.165 1.968
H 0.439 1.326 0.965
C 0.141 -0.594 0.063
N 0.806 -0.118 -1.129
C 2.149 -0.151 -1.294
O 2.678 0.247 -2.318
C 2.961 -0.690 -0.136
H 3.991 -0.741 -0.495
H 2.639 -1.704 0.109
C 2.912 0.201 1.112
H 3.828 0.017 1.670
H 2.917 1.247 0.798
C 0.007 0.400 -2.217
C -0.421 -0.688 -3.197
H 0.451 -1.269 -3.495
H -0.885 -0.252 -4.080
S -1.606 -1.909 -2.513
C -3.148 -1.155 -3.017
C -3.877 -1.747 -4.036
C -5.070 -1.178 -4.447
C -5.530 -0.019 -3.845
C -4.803 0.564 -2.821
C -3.616 -0.007 -2.397
H -3.063 0.435 -1.583
H -5.165 1.462 -2.342
H -6.458 0.427 -4.170
H -5.637 -1.639 -5.242
H -3.506 -2.649 -4.499
H -0.860 0.927 -1.813
H 0.632 1.110 -2.767
H -0.929 -0.602 -0.148
H 0.430 -1.629 0.271
H 1.687 -1.152 2.220


[3]
61
Properties=species:S:1:pos:R:3 method="wB97M-V/def2-TZVPD" homo_energy_ev=-8.20 charge=-1 e_tot_ev=-83589.4757 orbital_gap_ev=9.560 multiplicity=1
C -6.944 -2.596 -1.016
C -5.435 -2.453 -0.845
C -4.960 -2.737 0.590
C -3.731 -1.925 0.982
C -3.004 -2.531 2.208
C -2.339 -1.447 3.059
C -1.095 -0.835 2.348
C -1.303 0.644 1.950
C 0.029 1.343 1.582
C 0.036 1.832 0.115
C 1.448 1.953 -0.480
C 1.943 0.750 -1.331
C 1.327 -0.481 -0.798
N 0.843 -1.449 -0.421
C 3.462 0.587 -1.077
O 3.608 0.122 0.252
N 4.913 0.605 0.799
O 4.741 1.204 1.760
C 1.650 0.932 -2.867
C 0.365 1.596 -3.081
N -0.586 2.237 -3.129
C 2.750 1.814 -3.559
C 3.619 1.122 -4.599
O 4.577 0.472 -4.366
Cl 3.130 1.452 -6.285
P 1.496 -0.693 -3.899
O 2.540 -1.649 -3.080
Cl -0.381 -1.396 -3.395
H -7.234 -2.436 -2.054
H -7.477 -1.904 -0.363
H -7.263 -3.607 -0.747
H -5.159 -1.427 -1.110
H -4.901 -3.096 -1.548
H -5.791 -2.564 1.278
H -4.702 -3.800 0.642
H -3.047 -1.900 0.130
H -4.011 -0.902 1.239
H -2.241 -3.213 1.832
H -3.737 -3.058 2.824
H -2.011 -1.841 4.021
H -3.054 -0.635 3.212
H -0.205 -0.917 2.969
H -0.964 -1.392 1.420
H -1.763 1.128 2.813
H -1.991 0.669 1.105
H 0.099 2.228 2.214
H 0.878 0.690 1.782
H -0.642 1.237 -0.496
H -0.386 2.840 0.126
H 2.144 2.123 0.340
H 1.485 2.847 -1.108
H 3.936 1.569 -1.147
H 3.928 -0.090 -1.797
H 2.233 2.603 -4.100
H 3.390 2.302 -2.831
H 2.070 -2.445 -2.780
F 5.344 2.860 4.998
Al 6.746 3.304 4.148
F 6.301 3.911 2.619
F 7.739 1.942 3.942
F 7.586 4.500 5.011


[4]
63
Properties=species:S:1:pos:R:3 method="wB97M-V/def2-TZVPD" homo_energy_ev="-14.42 / -14.42" charge=+2 e_tot_ev=-210425.8618 orbital_gap_ev="4.858 / 5.029" multiplicity=1
Sn -0.342 -1.944 2.121
S 2.322 -2.847 2.359
S 2.998 -4.230 1.157
S 1.558 -4.644 -0.297
S -0.022 -3.475 -0.043
C -2.634 0.674 3.065
O -2.526 -0.629 2.501
C -3.781 -1.190 2.135
C -3.485 -2.460 1.345
O -2.588 -3.309 2.044
C -3.205 -4.121 3.044
H -3.081 1.357 2.341
H -1.614 0.995 3.287
H -3.228 0.644 3.983
H -4.331 -0.488 1.504
H -4.371 -1.403 3.034
H -2.967 -2.173 0.420
H -4.407 -2.992 1.096
H -3.868 -4.854 2.576
H -3.769 -3.521 3.759
H -2.404 -4.642 3.567
C -3.694 2.541 -2.154
O -2.338 2.094 -2.214
C -1.793 1.550 -1.155
O -2.371 1.235 -0.128
C -0.351 1.232 -1.323
C 0.334 1.537 -2.419
As 2.134 0.871 -2.864
C 1.588 -1.039 -2.622
C 2.860 0.952 -1.049
C 2.210 0.712 0.086
As 0.289 0.634 0.437
C 0.182 2.447 1.200
C 3.016 0.621 1.321
O 4.213 0.520 1.329
O 2.249 0.566 2.423
C 2.978 0.549 3.657
C 4.235 1.600 -1.043
O 4.211 2.779 -0.822
O 5.303 0.939 -1.392
C 5.271 -0.461 -1.576
C -0.147 2.642 -3.342
O -0.062 3.752 -2.895
O -0.555 2.378 -4.557
C -0.558 1.058 -5.065
H -4.056 2.528 -3.178
H -3.714 3.562 -1.770
H -4.289 1.886 -1.514
H 0.988 -1.363 -3.470
H 1.009 -1.158 -1.699
H 2.471 -1.674 -2.577
H 0.834 3.113 0.629
H 0.505 2.429 2.238
H -0.841 2.817 1.152
H 2.239 0.602 4.454
H 3.652 1.408 3.701
H 3.569 -0.368 3.724
H 6.311 -0.759 -1.697
H 4.710 -0.722 -2.481
H 4.850 -0.950 -0.694
H -1.127 1.106 -5.994
H -1.038 0.361 -4.371
H 0.468 0.729 -5.287


[5]
55
Properties=species:S:1:pos:R:3 method="wB97M-V/def2-TZVPD" homo_energy_ev=-15.76 charge=+2 e_tot_ev=-100077.7144 orbital_gap_ev=8.701 multiplicity=1
Hf 0.554 0.160 -0.074
C 1.422 3.268 0.760
C 0.082 3.956 0.511
C 0.106 4.768 -0.793
C -1.055 2.988 0.510
C -2.390 3.240 0.750
C -3.025 2.006 0.705
N -2.135 1.053 0.455
N -0.889 1.648 0.310
B -2.359 -0.489 0.485
N -1.459 -1.100 1.600
C -1.794 -1.846 2.648
C -0.651 -2.201 3.354
C 0.403 -1.631 2.667
N -0.086 -0.960 1.594
C 1.865 -1.633 2.957
C 2.648 -0.959 1.839
C 2.151 -0.975 4.313
N -1.932 -1.092 -0.877
C -2.657 -1.774 -1.753
C -1.852 -2.189 -2.805
C -0.581 -1.730 -2.524
N -0.625 -1.050 -1.337
C 0.668 -1.892 -3.331
C 0.839 -3.352 -3.759
C 0.640 -0.946 -4.540
H 2.153 3.965 1.165
H 1.842 2.882 -0.169
H 1.344 2.463 1.507
H -0.122 4.642 1.335
H 0.219 4.108 -1.657
H 0.946 5.463 -0.783
H -0.810 5.345 -0.919
H -2.838 4.198 0.961
H -4.063 1.750 0.864
H -3.506 -0.724 0.701
H -2.830 -2.084 2.840
H -0.599 -2.797 4.250
H 2.179 -2.679 3.007
H 2.413 0.119 1.783
H 2.511 -1.457 0.871
H 3.716 -1.002 2.046
H 1.834 0.071 4.312
H 3.218 -1.012 4.531
H 1.627 -1.487 5.119
H -3.713 -1.929 -1.582
H -2.154 -2.768 -3.662
H 1.515 -1.618 -2.702
H 0.018 -3.671 -4.403
H 0.884 -4.026 -2.901
H 1.764 -3.458 -4.324
H -0.147 -1.241 -5.237
H 1.592 -0.992 -5.067
H 0.463 0.090 -4.244
Br 2.654 0.579 -1.304


[6]
63
Properties=species:S:1:pos:R:3 method="wB97M-V/def2-TZVPD" homo_energy_ev="-12.22 / -12.14" charge=+1 e_tot_ev=-153101.4501 orbital_gap_ev="8.660 / 6.866" s_squared=0.76 multiplicity=2
Os -0.096 0.411 -0.031
C 0.416 2.165 -4.450
C 0.568 0.900 -3.602
C 0.849 -0.331 -4.470
C 1.650 1.073 -2.582
C 2.963 1.499 -2.810
C 3.573 1.502 -1.574
N 2.686 1.112 -0.654
N 1.512 0.823 -1.268
B 2.879 0.849 0.838
N 1.942 1.777 1.636
C 2.114 2.579 2.691
C 0.876 2.847 3.251
C -0.044 2.144 2.472
N 0.628 1.528 1.490
C -1.498 1.857 2.713
C -1.842 0.485 2.135
C -2.457 2.985 2.329
N 2.414 -0.605 1.106
C 3.189 -1.588 1.560
C 2.447 -2.746 1.620
C 1.172 -2.407 1.171
N 1.147 -1.085 0.863
C 0.094 -3.455 1.055
C -1.330 -3.027 1.381
C 0.182 -4.157 -0.308
H -0.409 2.042 -5.154
H 0.208 3.036 -3.826
H 1.321 2.367 -5.029
H -0.371 0.746 -3.082
H 1.767 -0.197 -5.048
H 0.960 -1.232 -3.863
H 0.028 -0.488 -5.172
H 3.398 1.771 -3.757
H 4.583 1.747 -1.282
H 4.023 0.992 1.147
H 3.105 2.873 3.004
H 0.672 3.434 4.133
H -1.579 1.723 3.795
H -1.837 0.439 1.007
H -1.178 -0.266 2.548
H -2.876 0.197 2.327
H -2.424 3.211 1.268
H -3.479 2.710 2.594
H -2.202 3.894 2.873
H 4.222 -1.397 1.805
H 2.768 -3.722 1.949
H 0.375 -4.192 1.809
H -1.800 -2.512 0.550
H -1.927 -3.915 1.591
H -1.375 -2.396 2.261
H -0.056 -3.467 -1.119
H 1.180 -4.560 -0.484
H -0.535 -4.980 -0.347
Cl -4.495 -0.936 -3.745
Ge -3.314 -0.676 -2.009
Cl -1.171 -1.225 -1.657
Cl -4.110 -2.235 -0.770
O -2.527 1.017 -2.920
S -2.822 1.875 -1.735
O -3.606 3.035 -1.933
O -3.534 0.782 -0.868
S -1.070 2.355 -0.859


[7]
59
Properties=species:S:1:pos:R:3 method="wB97M-V/def2-TZVPD" homo_energy_ev="-17.09 / -16.83" charge=+3 e_tot_ev=-48088.1102 orbital_gap_ev="6.673 / 3.255" s_squared=6.04 multiplicity=5
Ru -0.385 -0.482 0.011
C -1.309 -0.833 -3.559
C -0.403 -1.803 -2.887
C 0.049 -3.038 -3.313
C 0.843 -3.552 -2.291
C 1.573 -4.849 -2.247
N 0.871 -2.654 -1.291
N 0.109 -1.560 -1.662
B 1.723 -2.626 0.000
N 2.462 -1.218 0.003
N 1.668 -0.033 0.009
C 2.458 0.996 0.012
C 2.014 2.404 0.018
C 3.827 0.510 0.009
C 3.732 -0.933 0.003
C 4.844 -1.911 0.000
N 0.881 -2.662 1.293
N 0.126 -1.570 1.676
C -0.383 -1.817 2.898
C -1.279 -0.844 3.580
C 0.065 -3.059 3.314
C 0.852 -3.569 2.289
C 1.578 -4.868 2.233
H -1.415 -1.076 -4.613
H -0.918 0.184 -3.485
H -2.303 -0.867 -3.109
H -0.170 -3.517 -4.253
H 1.247 -5.480 -3.070
H 1.395 -5.379 -1.313
H 2.649 -4.697 -2.348
H 2.528 -3.496 -0.008
H 0.930 2.472 0.018
H 2.409 2.926 -0.856
H 2.408 2.918 0.898
H 4.732 1.101 0.010
H 5.802 -1.398 0.003
H 4.787 -2.549 -0.884
H 4.785 -2.557 0.877
H -1.329 0.096 3.027
H -0.917 -0.628 4.584
H -2.285 -1.253 3.675
H -0.155 -3.544 4.251
H 1.256 -5.502 3.055
H 2.655 -4.719 2.326
H 1.391 -5.393 1.297
C -4.227 3.593 -0.037
C -4.262 2.113 0.006
N -5.320 1.371 0.069
N -4.865 0.084 0.091
C -3.549 0.004 0.044
S -2.542 -1.383 0.046
N -3.140 1.284 -0.010
N -1.785 1.622 -0.082
H -5.254 3.952 -0.042
H -3.729 3.956 -0.937
H -3.723 4.005 0.839
H -5.529 -0.679 0.137
H -1.566 2.260 0.682
H -1.614 2.111 -0.960


[8]
57
Properties=species:S:1:pos:R:3 method="wB97M-V/def2-TZVPD" homo_energy_ev=-15.71 charge=+2 e_tot_ev=-208369.4188 orbital_gap_ev=8.012 multiplicity=1
V 1.313 1.171 0.547
O 1.237 1.102 2.486
C 2.173 1.310 3.284
C 3.548 1.504 2.917
C 4.562 1.558 3.880
C 5.864 1.658 3.460
C 6.206 1.721 2.112
C 5.218 1.720 1.147
C 3.889 1.629 1.543
O 2.878 1.619 0.684
N 6.948 1.685 4.477
O 6.598 1.618 5.634
O 8.078 1.770 4.056
H 1.924 1.327 4.349
H 4.346 1.511 4.940
H 7.255 1.772 1.852
H 5.450 1.775 0.092
Br 1.384 1.930 -2.103
C 1.077 3.821 -1.741
Br 1.115 4.143 0.162
H 0.103 4.093 -2.130
H 1.870 4.383 -2.218
C -4.565 -1.648 1.614
C -4.282 -3.046 1.067
C -3.261 -3.084 -0.072
C -1.832 -2.730 0.352
N -1.578 -1.292 0.540
C -1.354 -0.331 -0.335
S -0.933 1.252 0.350
N -1.421 -0.392 -1.646
C -1.664 -1.505 -2.580
C -2.979 -1.348 -3.349
C -2.922 -0.376 -4.530
C -2.703 1.089 -4.145
H -5.436 -1.670 2.266
H -4.775 -0.946 0.804
H -3.733 -1.260 2.207
H -5.212 -3.465 0.681
H -3.946 -3.702 1.874
H -3.590 -2.420 -0.876
H -3.223 -4.098 -0.476
H -1.111 -3.119 -0.368
H -1.620 -3.200 1.312
H -1.585 -0.975 1.496
H -1.357 0.501 -2.114
H -1.660 -2.444 -2.038
H -0.830 -1.510 -3.285
H -3.770 -1.044 -2.659
H -3.239 -2.336 -3.733
H -3.871 -0.455 -5.059
H -2.142 -0.695 -5.226
H -3.373 1.385 -3.335
H -2.914 1.733 -4.996
H -1.664 1.288 -3.854
C 1.738 -0.597 0.289
H 2.714 -1.033 0.506
H 1.056 -1.346 -0.110


Please write out number 6 again, unchanged.
63
Properties=species:S:1:pos:R:3 method="wB97M-V/def2-TZVPD" homo_energy_ev="-12.22 / -12.14" charge=+1 e_tot_ev=-153101.4501 orbital_gap_ev="8.660 / 6.866" s_squared=0.76 multiplicity=2
Os -0.096 0.411 -0.031
C 0.416 2.165 -4.450
C 0.568 0.900 -3.602
C 0.849 -0.331 -4.470
C 1.650 1.073 -2.582
C 2.963 1.499 -2.810
C 3.573 1.502 -1.574
N 2.686 1.112 -0.654
N 1.512 0.823 -1.268
B 2.879 0.849 0.838
N 1.942 1.777 1.636
C 2.114 2.579 2.691
C 0.876 2.847 3.251
C -0.044 2.144 2.472
N 0.628 1.528 1.490
C -1.498 1.857 2.713
C -1.842 0.485 2.135
C -2.457 2.985 2.329
N 2.414 -0.605 1.106
C 3.189 -1.588 1.560
C 2.447 -2.746 1.620
C 1.172 -2.407 1.171
N 1.147 -1.085 0.863
C 0.094 -3.455 1.055
C -1.330 -3.027 1.381
C 0.182 -4.157 -0.308
H -0.409 2.042 -5.154
H 0.208 3.036 -3.826
H 1.321 2.367 -5.029
H -0.371 0.746 -3.082
H 1.767 -0.197 -5.048
H 0.960 -1.232 -3.863
H 0.028 -0.488 -5.172
H 3.398 1.771 -3.757
H 4.583 1.747 -1.282
H 4.023 0.992 1.147
H 3.105 2.873 3.004
H 0.672 3.434 4.133
H -1.579 1.723 3.795
H -1.837 0.439 1.007
H -1.178 -0.266 2.548
H -2.876 0.197 2.327
H -2.424 3.211 1.268
H -3.479 2.710 2.594
H -2.202 3.894 2.873
H 4.222 -1.397 1.805
H 2.768 -3.722 1.949
H 0.375 -4.192 1.809
H -1.800 -2.512 0.550
H -1.927 -3.915 1.591
H -1.375 -2.396 2.261
H -0.056 -3.467 -1.119
H 1.180 -4.560 -0.484
H -0.535 -4.980 -0.347
Cl -4.495 -0.936 -3.745
Ge -3.314 -0.676 -2.009
Cl -1.171 -1.225 -1.657
Cl -4.110 -2.235 -0.770
O -2.527 1.017 -2.920
S -2.822 1.875 -1.735
O -3.606 3.035 -1.933
O -3.534 0.782 -0.868
S -1.070 2.355 -0.859